This record from the OMol25 dataset describes 2 unconnected molecules or ions with the total composition C16H23N3O6S2. The level of theory is wB97M-V/def2-TZVPD.

ΔE to the lowest compared entry with this formula, charge and spin: 1817.8 kJ/mol
HOMO: -8.4 eV
frontier orbital gap: 7.73 eV
E: -2034.97327 hartree
LUMO: -0.636 eV

Last column: Löwdin charge in e.
Cartesian coordinates (Å):
C1 5.55 5.24 -2.74  -0.03
C2 4.04 5.52 -3.20  -0.20
H1 3.95 5.46 -4.38  0.16
H2 3.75 6.61 -2.86  0.16
O1 3.06 4.78 -2.63  0.00
C3 2.74 4.89 -1.53  -0.63
O2 3.13 5.79 -0.78  0.08
C4 1.62 3.84 -1.29  -0.41
C5 0.92 3.63 -0.17  -0.35
N1 0.19 2.42 -0.11  0.07
C6 0.32 1.77 -1.49  -0.61
N2 -0.40 0.75 -1.72  0.07
C7 -1.23 -0.05 -0.66  -0.12
O3 -1.68 -1.18 -1.41  -0.06
C8 -1.49 0.39 0.61  -0.11
H3 -1.84 1.23 0.61  0.05
H4 -0.35 0.49 1.22  0.26
O4 -2.01 -0.67 1.34  0.05
C9 -1.58 -1.90 1.47  -0.31
O5 -0.21 -2.06 1.11  -0.04
C10 -2.36 -2.73 2.30  -0.03
N3 -1.35 -3.96 2.55  0.13
C11 -0.76 -3.99 3.72  -0.76
O6 -0.69 -3.08 4.56  0.05
C12 -0.16 -5.08 3.87  -0.07
H5 -0.53 -6.13 3.85  0.10
H6 0.55 -5.12 5.19  0.22
H7 0.82 -5.17 3.15  0.16
H8 -1.23 -4.65 2.00  -0.04
H9 -2.55 -2.36 3.27  0.15
C13 -3.62 -3.25 1.41  -0.16
C14 -3.36 -3.57 0.09  -0.34
H10 -2.77 -2.94 -0.52  0.05
H11 -4.20 -3.84 -0.31  0.03
S1 -2.21 -5.14 -0.03  0.83
C15 -0.80 -4.61 -1.07  -0.38
H12 -1.22 -4.00 -1.82  0.00
H13 -0.08 -3.90 -0.29  0.11
H14 -0.08 -5.34 -1.10  -0.02
H15 -3.93 -4.04 1.88  0.08
H16 -4.11 -2.51 1.56  0.03
H17 0.08 0.26 -2.68  0.24
S2 1.51 2.58 -2.44  1.13
C16 1.05 4.47 1.19  0.00
H18 1.61 5.35 0.87  0.06
H19 1.20 3.70 2.06  0.11
H20 -0.02 4.70 1.38  0.06
H21 5.81 4.24 -2.87  0.04
H22 5.40 5.39 -1.73  0.02
H23 6.30 6.11 -3.26  0.16



This record from the OMol25 dataset describes a single C5H12N2 molecule. The level of theory is wB97M-V/def2-TZVPD.

ΔE to the lowest compared entry with this formula, charge and spin: 147.3 kJ/mol
HOMO: -8.4 eV
frontier orbital gap: 9.49 eV
E: -307.17325 hartree
SMILES: [H]/N=C/[C@H](C)[C@@H](C)N
LUMO: 1.049 eV

Last column: Löwdin charge in e.
Cartesian coordinates (Å):
H1 1.84 -1.14 1.95  0.06
N1 1.02 -0.96 1.37  0.10
C1 0.78 0.27 1.15  -0.21
C2 -0.44 0.70 0.37  -0.37
C3 -1.73 0.41 1.15  -0.06
C4 -0.37 -0.04 -0.96  -0.37
C5 1.26 0.34 -1.49  -0.04
N2 -0.58 -1.42 -0.82  0.02
H2 1.32 1.10 1.62  0.12
H3 -0.37 1.77 0.18  0.13
H4 -1.84 -0.66 1.30  0.07
H5 -1.69 0.89 2.13  0.07
H6 -2.59 0.79 0.60  0.08
H7 -1.03 0.40 -1.72  0.13
H8 2.17 0.17 -0.92  0.04
H9 1.22 1.37 -1.84  0.05
H10 1.39 -0.32 -2.35  0.04
H11 0.02 -1.76 -0.04  0.06
H12 -0.40 -1.93 -1.67  0.07